[1]
{"formula": "C4H5NS2", "method": "the ωB97M-V functional and the def2-TZVPD basis", "symbols": ["C", "S", "H", "C", "H", "H", "N", "S", "C", "H", "C", "H"], "positions_angstrom": [[0.6891, 1.1202, 0.8207], [-0.8981, -0.8964, 0.6413], [0.3048, -0.0291, 2.5050], [-0.1108, -0.3202, -0.8335], [1.2142, 1.1801, -1.2756], [2.3025, 2.3712, 0.9847], [1.4628, 2.0599, 1.4579], [-0.3936, -1.1029, -2.1798], [0.7935, 0.6302, -0.3973], [1.2111, 2.5041, 2.2860], [-0.2911, 0.3567, 1.6998], [-1.0904, 0.8212, 2.1718]], "forces_ev_per_a": [[-0.4, 0.8, 3.3], [-1.4, -1.5, -0.3], [0.4, -0.6, 0.4], [-1.0, -1.8, 2.7], [0.6, -0.4, 1.2], [-0.4, 0.1, 0.2], [0.7, -1.0, -2.6], [-0.1, -0.4, -2.0], [1.5, 2.9, -4.0], [-0.6, 0.5, 1.3], [2.1, -0.4, -0.8], [-1.4, 1.7, 0.5]], "e_above_lowest_kj_mol": 96.4, "lumo_energy_ev": 0.110, "e_tot_ev": -27388.71645, "gap_ev": 8.34, "fmax_ev_per_a": 5.1, "e_homo_ev": -8.23}

[2]
{"formula": "C4H5O", "method": "the ωB97M-V functional and the def2-TZVPD basis", "symbols": ["C", "C", "C", "H", "H", "H", "H", "H", "O", "C"], "positions_angstrom": [[0.5583, -0.4847, -1.8661], [-0.6070, -0.0932, 1.0453], [0.0844, 0.7855, 0.1003], [-0.7421, -2.4261, 1.2416], [0.9350, 1.1783, 0.7700], [-0.9195, 0.6090, 1.7471], [1.0098, -0.4108, -2.9137], [-0.4372, 1.6807, -0.1419], [0.7683, 0.4919, -1.1884], [-0.6500, -1.3305, 1.2058]], "forces_ev_per_a": [[0.9, 1.0, -1.6], [0.4, 0.5, -1.7], [2.7, 2.5, 2.3], [0.2, 1.2, 0.0], [-0.7, -0.4, -1.5], [-1.1, 1.2, 1.8], [-0.5, -0.9, 0.7], [-0.8, 0.5, -0.5], [-0.7, -1.1, 0.3], [-0.5, -4.4, 0.2]], "e_above_lowest_kj_mol": 241.8, "lumo_energy_ev": [-6.457, -8.011], "e_tot_ev": -6260.98056, "multiplicity": 3, "gap_ev": [6.38, 6.93], "fmax_ev_per_a": 4.4, "e_homo_ev": [-12.84, -14.95], "total_charge": 1}

[3]
{"formula": "C4H5O3", "method": "the ωB97M-V functional and the def2-TZVPD basis", "symbols": ["O", "H", "H", "H", "C", "C", "O", "H", "O", "C", "H", "C"], "positions_angstrom": [[2.5780, 0.3604, -0.1320], [1.4409, -1.3446, -0.8240], [0.6855, 0.3709, 1.6993], [-0.1945, -0.2527, -1.3624], [-0.1191, 0.3138, -0.4150], [0.4648, -0.3413, 0.8749], [-2.2927, 1.4150, -0.5052], [-0.0883, -1.1848, 1.2748], [-2.3258, -0.6452, 0.5112], [1.4757, -0.2874, -0.2293], [0.1587, 1.3021, -0.7506], [-1.7833, 0.2939, -0.1418]], "forces_ev_per_a": [[-3.7, -0.8, -0.9], [0.4, 2.6, 0.7], [-0.2, -0.2, -1.0], [0.0, -0.2, 0.6], [-3.0, 1.0, -0.7], [0.1, 2.6, -0.5], [2.4, -2.7, 0.1], [0.2, -0.5, -1.0], [2.8, 2.5, -2.6], [6.3, -5.1, 1.6], [0.0, 0.5, 0.8], [-5.4, 0.4, 2.9]], "e_above_lowest_kj_mol": 305.9, "lumo_energy_ev": [-0.447, -3.896], "e_tot_ev": -10365.97072, "multiplicity": 2, "gap_ev": [10.27, 6.19], "fmax_ev_per_a": 8.3, "e_homo_ev": [-10.71, -10.09]}

[4]
{"formula": "C4H5O3Tl", "method": "the ωB97M-V functional and the def2-TZVPD basis", "symbols": ["H", "H", "O", "C", "H", "C", "O", "O", "C", "C", "Tl", "H", "H"], "positions_angstrom": [[-0.6400, 2.6170, -1.2973], [1.2497, 3.8889, -0.1033], [0.4854, 1.4444, -0.0289], [0.3917, 2.2493, -1.2211], [0.6149, 1.6221, -2.0941], [0.2877, -1.7666, 1.5516], [0.8267, -0.6513, 1.2150], [-0.8444, -0.1761, -0.8080], [1.3769, 3.3829, -1.0698], [-0.0099, 0.2302, -0.0111], [-1.8540, -2.3076, 0.1499], [2.4113, 3.0271, -1.1655], [1.1842, 4.1136, -1.8673]], "forces_ev_per_a": [[0.2, -0.1, -0.1], [0.0, -0.2, -0.3], [0.6, -0.6, 0.4], [-0.5, 0.2, -0.2], [-0.1, 0.1, 0.2], [1.3, 2.4, -0.9], [-2.4, -3.0, 0.6], [0.9, -0.4, 1.2], [0.1, 0.2, -0.2], [-0.2, 1.6, -1.3], [0.2, -0.2, 0.3], [-0.3, 0.1, 0.1], [0.1, -0.1, 0.2]], "e_above_lowest_kj_mol": 191.0, "lumo_energy_ev": [-0.321, -0.321], "e_tot_ev": -15060.07804, "gap_ev": [5.66, 5.66], "fmax_ev_per_a": 3.9, "e_homo_ev": [-5.98, -5.98]}